{
  "formula": "C25H44O2P2Y",
  "method": "ωB97M-V/def2-TZVPD",
  "symbols": ["Y", "C", "C", "C", "C", "C", "C", "H", "H", "H", "C", "H", "H", "H", "C", "H", "H", "H", "C", "H", "H", "H", "C", "H", "H", "H", "C", "C", "C", "C", "C", "C", "C", "C", "H", "H", "H", "H", "H", "H", "H", "H", "H", "H", "H", "H", "P", "C", "C", "P", "C", "C", "C", "H", "H", "H", "H", "H", "H", "H", "H", "H", "H", "H", "H", "H", "H", "C", "O", "C", "O", "H", "H", "H"],
  "xyz": [[-0.269, 1.318, -0.981], [-0.779, -1.994, 2.433], [0.504, -2.125, 1.838], [0.629, -0.497, 3.454], [-0.703, -0.978, 3.416], [1.377, -1.192, 2.463], [-1.994, -2.777, 2.123], [-1.753, -3.642, 1.496], [-2.742, -2.164, 1.600], [-2.471, -3.151, 3.043], [-1.808, -0.481, 4.255], [-2.640, -1.193, 4.260], [-2.186, 0.484, 3.884], [-1.476, -0.326, 5.289], [1.131, 0.540, 4.372], [0.685, 0.416, 5.370], [0.880, 1.553, 4.018], [2.220, 0.473, 4.470], [2.809, -1.013, 2.158], [3.351, -1.969, 2.229], [3.265, -0.309, 2.862], [2.969, -0.614, 1.140], [0.890, -3.089, 0.786], [1.415, -3.960, 1.215], [1.572, -2.634, 0.052], [0.012, -3.470, 0.246], [-2.370, 0.770, -1.390], [-2.262, -0.120, -2.591], [-1.070, -0.987, -2.987], [0.274, -0.237, -3.099], [1.220, -0.168, -1.813], [2.196, 1.039, -1.856], [1.812, 2.517, -1.589], [0.561, 2.994, -2.354], [-1.315, -1.382, -3.989], [0.101, 0.778, -3.509], [-0.993, -1.890, -2.365], [0.683, 2.809, -3.433], [-2.272, 1.884, -1.486], [-2.669, 0.370, -3.487], [0.274, 4.029, -2.104], [1.753, 2.677, -0.490], [2.608, 1.027, -2.874], [2.667, 3.147, -1.864], [0.884, -0.754, -3.855], [1.873, -1.038, -1.963], [-3.821, -1.115, -1.760], [-5.366, -0.704, -2.568], [-3.302, -2.813, -1.456], [3.963, 0.647, -0.894], [-3.266, 0.038, -0.538], [4.692, -0.504, -2.105], [4.764, 2.205, -1.407], [-5.880, 0.033, -1.929], [-5.994, -1.608, -2.656], [-5.198, -0.273, -3.570], [-2.691, -3.252, -2.260], [-4.210, -3.428, -1.352], [-2.734, -2.866, -0.513], [4.585, 2.445, -2.463], [5.838, 2.098, -1.229], [4.382, 3.008, -0.764], [-3.476, 0.239, 0.518], [0.766, -0.498, -0.814], [5.744, -0.622, -1.802], [4.637, -0.115, -3.135], [4.189, -1.481, -2.032], [-1.129, 3.898, 2.860], [-1.504, 2.592, 2.344], [-0.919, 2.210, 1.241], [0.248, 2.598, 0.929], [-0.077, 3.892, 3.146], [-1.776, 4.058, 3.721], [-1.306, 4.650, 2.090]],
  "lowdin_charge": [1.316, -0.201, -0.213, -0.216, -0.177, -0.182, -0.054, 0.069, 0.063, 0.090, -0.010, 0.078, 0.089, 0.090, -0.039, 0.082, 0.077, 0.073, -0.039, 0.099, 0.077, -0.006, -0.049, 0.098, 0.062, 0.065, -0.451, -0.329, -0.200, -0.177, -0.303, -0.417, -0.383, -0.229, 0.130, 0.099, 0.100, 0.039, 0.091, 0.117, 0.047, 0.083, 0.107, 0.090, 0.138, 0.111, 0.988, -0.178, -0.181, 0.944, -0.227, -0.314, -0.318, 0.072, 0.061, 0.068, 0.062, 0.062, 0.035, 0.056, 0.047, 0.043, 0.069, 0.107, 0.047, 0.049, 0.033, -0.036, -0.113, -0.400, -0.153, 0.083, 0.094, 0.093],
  "gap_ev": [6.6, 6.0],
  "e_above_lowest_kj_mol": 976.2,
  "total_charge": 1,
  "lumo_ha": [-0.1012, -0.1175],
  "homo_ev": [-9.32, -9.20]
}